Molecular formula: C2H6N2
Method: DFT, ωB97M-V/def2-TZVPD

Structure (XYZ):
```
10
Properties=species:S:1:pos:R:3:forces:R:3:lowdin_charge:R:1
C -0.615 1.296 0.246 0.379 0.447 0.221 -0.149
N -0.293 0.137 1.058 0.218 0.033 -0.263 -0.021
C 0.236 -0.870 0.517 0.003 -0.073 0.301 -0.306
N 0.547 -1.021 -0.861 0.159 0.480 -0.287 0.032
H -0.064 1.406 -0.688 -0.171 -0.382 -0.185 0.059
H -0.369 2.190 0.818 -0.196 0.001 0.209 0.065
H -1.688 1.297 0.072 -0.114 0.064 -0.145 0.075
H 0.439 -1.706 1.188 -0.022 -0.153 -0.130 0.100
H 1.503 -0.802 -1.136 -0.321 0.022 0.279 0.084
H 0.304 -1.926 -1.214 0.065 -0.438 0.000 0.061
```
Positions in Å, forces in eV/Å.

Values from the calculation:
orbital gap: 10.621 eV
energy above the lowest of the compared OMol25 structures with the same formula, charge and spin: 28.6 kcal per mole
HOMO level: -9.6 eV
M: 58.084 g/mol
2S+1: 1
SMILES: C/N=C\N